Molecular formula: C10H13N2
Method: DFT, wB97M-V/def2-TZVPD

Cartesian coordinates (Å):
C: -2.18235 0.48132 1.00552
C: -1.02821 1.02511 0.29961
C: -0.27411 2.09285 0.06614
C: 0.95347 1.76231 -0.47539
C: 2.04280 2.57673 -0.78693
N: 3.19714 2.07684 -1.19511
C: 3.32034 0.78387 -1.30684
C: 2.40481 -0.13159 -0.78922
C: 1.20055 0.36754 -0.41646
N: 0.07015 -0.37262 -0.03136
C: 0.19115 -1.13556 1.18806
C: -0.43422 -1.22064 -1.22422
H: -2.01914 0.21536 2.07318
H: -2.75655 -0.19391 0.36944
H: -2.95510 1.30320 1.30953
H: -0.60353 3.13428 0.19356
H: 1.96487 3.58727 -0.71773
H: 4.21957 0.46954 -1.72606
H: 2.47741 -1.20150 -0.79311
H: 1.17872 -1.71384 1.32704
H: 0.19416 -0.41424 2.02725
H: -0.65768 -1.91977 1.25466
H: -0.32521 -2.33406 -0.84747
H: -1.43648 -0.98822 -1.20559
H: 0.02298 -1.23371 -2.16390

## Properties
SMILES: CC1=Cc2cnccc2[N+]1(C)C
Charge: +1
Orbital gap: 9.1 eV
Energy above the lowest of the compared OMol25 structures with the same formula, charge and spin: 87.9 kcal per mole
E_HOMO: -12.87 eV
DFT total energy: -13551.523 eV
F_max: 5.22 eV/A

Atom charges from the natural (NBO) analysis, given in e for atoms 1 to 6: C -0.7506; C 0.2902; C -0.2177; C -0.1317; C 0.0975; N -0.3654

=====

Molecular formula: C8H34N2O8
Method: DFT, wB97M-V/def2-TZVPD

Cartesian coordinates (Å):
C: 0.47541 -3.99921 5.95698
O: 0.19763 -3.70477 4.61108
C: -1.18055 -3.45741 4.37424
C: -1.44564 -2.43936 3.27692
C: -2.88414 -2.44753 2.71791
N: -0.51147 -2.61072 2.11006
H: 0.52886 -3.15904 6.66263
H: 1.43951 -4.50004 5.93928
H: -0.31364 -4.62530 6.39085
H: -1.66326 -4.40252 4.10853
H: -1.60266 -3.08567 5.31120
H: -1.21093 -1.44286 3.66129
H: -3.27886 -3.40805 2.38872
H: -2.95014 -1.70505 1.92444
H: -3.60212 -2.08563 3.46858
H: -0.46263 -1.69716 1.67166
H: -1.03925 -3.15864 1.43794
C: 0.11580 4.57402 -6.30304
O: -0.37967 3.81715 -5.22607
C: 0.67274 3.30148 -4.42552
C: 0.24976 2.28192 -3.37658
C: -1.02727 2.72992 -2.64015
N: 1.38627 2.13261 -2.46721
H: 0.52089 5.53826 -5.96932
H: -0.68901 4.72488 -7.01472
H: 0.97594 4.06969 -6.75894
H: 1.41226 2.80374 -5.06791
H: 1.18769 4.17110 -3.99778
H: 0.05362 1.32340 -3.85719
H: -0.88887 3.58728 -1.98156
H: -1.49972 1.87344 -2.16100
H: -1.74093 3.05999 -3.40148
H: 1.69214 1.21383 -2.18701
H: 1.18365 2.64968 -1.62285
O: -0.33224 -0.11677 -0.16520
H: 0.12365 0.38911 0.52163
H: 0.37885 -0.52951 -0.67518
O: 2.83811 1.29654 1.31815
H: 3.11663 0.98441 2.18659
H: 2.08061 1.88601 1.49017
O: 0.37064 2.12577 1.98355
H: 0.37541 1.81635 2.89944
H: -0.40951 2.69140 1.92021
O: 2.84797 -0.68203 -0.63676
H: 3.28033 -0.03350 -0.05615
H: 3.34112 -0.63964 -1.46424
O: 1.82565 -3.18137 0.25236
H: 1.43860 -3.73334 -0.43543
H: 1.79139 -2.27490 -0.09841
O: -2.25653 -1.01461 -2.31794
H: -1.64153 -0.57431 -1.71346
H: -2.89055 -0.33302 -2.56330

## Properties
SMILES: COC[C@H](C)N.COC[C@H](C)N.O.O.O.O.O.O
Charge: 0
Orbital gap: 8.5 eV
Energy above the lowest of the compared OMol25 structures with the same formula, charge and spin: 34.7 kcal per mole
E_HOMO: -8.68 eV
DFT total energy: -28206.283 eV
F_max: 1.72 eV/A

Atom charges from the natural (NBO) analysis, given in e for atoms 1 to 6: C -0.2458; O -0.5265; C -0.0616; C -0.0689; C -0.6331; N -0.7958

=====

Molecular formula: C2H4O8S2
Method: DFT, wB97M-V/def2-TZVPD

Cartesian coordinates (Å):
C: 1.30127 -1.49969 -0.15132
C: 0.61419 -0.26412 -0.70894
O: -2.58896 -0.61877 1.22216
O: -0.16687 2.27447 -0.40574
O: -2.50072 -0.86668 -1.20258
O: -2.56466 1.46309 -0.03762
O: 0.38480 0.93616 1.61913
O: 2.12367 1.64236 0.10989
O: 1.48110 -1.52319 1.25007
O: 0.32854 -0.25098 -1.90589
S: -1.97286 -0.10642 -0.03723
S: 0.68192 1.26867 0.20198
H: 0.81335 -2.43878 -0.41345
H: 2.44437 -1.52140 -0.65252
H: 1.49508 -0.55590 1.47656
H: -1.87422 2.06118 -0.36450

## Properties
Charge: -2
Orbital gap: 6.6 eV
Energy above the lowest of the compared OMol25 structures with the same formula, charge and spin: 19.1 kcal per mole
E_HOMO: -0.56 eV
DFT total energy: -40188.679 eV
F_max: 3.92 eV/A

Atom charges from the natural (NBO) analysis, given in e for atoms 1 to 6: C -0.1355; C 0.2113; O -1.0529; O -1.0113; O -1.0465; O -0.9718

=====

Molecular formula: BrF2NS
Method: DFT, wB97M-V/def2-TZVPD

Cartesian coordinates (Å):
N: 1.14018 -1.90385 1.44086
F: -1.47385 0.67645 -2.10759
F: 0.16418 1.63610 -0.45734
S: -0.29046 0.17217 -1.15152
Br: 0.45996 -0.58088 2.27559

## Properties
Charge: 0
Orbital gap (alpha / beta): 8.3 / 8.4 eV
Energy above the lowest of the compared OMol25 structures with the same formula, charge and spin: 71.5 kcal per mole
E_HOMO (alpha / beta): -9.75 / -9.71 eV
DFT total energy: -87797.341 eV
F_max: 2.11 eV/A

And the natural (NBO) charges, in e, turn out to be: N -0.3866; F -0.4601; F -0.4780; S 0.9364; Br 0.3884

=====

Molecular formula: CH3FS2
Method: DFT, wB97M-V/def2-TZVPD

Cartesian coordinates (Å):
F: -0.39218 -0.13529 -1.74796
C: -0.19218 -0.51479 -0.43704
S: -1.41286 0.47254 0.58367
S: 1.53493 -0.10917 0.03760
H: -0.40054 -1.47583 -0.22182
H: -0.57548 0.52929 1.77127
H: 1.43831 1.23325 0.01428

## Properties
SMILES: FC(S)S
Charge: 0
Orbital gap: 10.3 eV
Energy above the lowest of the compared OMol25 structures with the same formula, charge and spin: 6.4 kcal per mole
E_HOMO: -9.66 eV
DFT total energy: -25472.712 eV
F_max: 5.33 eV/A

Atom charges from the natural (NBO) analysis, given in e for atoms 1 to 6: F -0.3480; C -0.0060; S -0.0874; S -0.0415; H 0.1809; H 0.1604

=====

Molecular formula: C17H42B3N7O8
Method: DFT, wB97M-V/def2-TZVPD

Cartesian coordinates (Å):
H: 0.73806 1.36726 -2.97033
N: -0.06544 1.38246 -3.66320
C: -0.75717 0.17633 -3.58801
C: -0.23874 -0.95426 -2.51953
B: 1.24492 -1.59226 -2.83482
O: 2.11983 -1.26653 -3.97863
B: 3.34392 -2.12180 -3.79352
O: 4.11365 -2.02571 -2.50911
B: 3.09710 -2.26552 -1.43608
N: 3.48172 -2.16559 0.04053
O: 1.74150 -2.64256 -1.88224
H: -1.72710 -0.02779 -4.25212
H: -0.22826 -0.49138 -1.42369
H: -1.00961 -1.85287 -2.56927
H: 3.72203 -2.91318 -4.57934
H: 4.47707 -1.78946 0.06638
H: 2.87497 -1.48481 0.55481
C: -0.55319 2.18863 1.08739
N: 0.52394 1.59617 1.85233
C: 0.56779 1.81457 3.28331
C: 1.50677 0.83201 1.26029
O: 2.44326 0.30293 1.84505
H: -0.51774 3.27497 1.20995
H: -1.50615 1.80651 1.46439
H: -0.46311 1.94402 0.02548
H: 1.51020 2.30798 3.53961
H: 0.52682 0.84706 3.79275
H: -0.27234 2.43593 3.60518
H: 1.37719 0.73036 0.17025
C: 4.72405 -3.13606 5.45686
N: 3.81895 -2.03840 5.18804
C: 3.34564 -1.83790 3.83412
C: 3.39522 -1.18044 6.18039
O: 2.63326 -0.23506 6.02374
H: 5.62758 -3.00470 4.85454
H: 4.23271 -4.07428 5.18374
H: 4.99940 -3.16959 6.51453
H: 3.64116 -0.83954 3.49765
H: 2.25344 -1.90368 3.82515
H: 3.76532 -2.59180 3.16254
H: 3.81526 -1.42358 7.17021
C: -5.90016 3.21250 1.09275
N: -4.77209 3.86630 1.72232
C: -4.39357 5.19115 1.27640
C: -4.04931 3.26652 2.73140
O: -3.08763 3.76050 3.30589
H: -5.69570 3.10681 0.02343
H: -6.79198 3.82883 1.23789
H: -6.07333 2.22303 1.52466
H: -3.36128 5.16380 0.91460
H: -4.45197 5.88212 2.12283
H: -5.05518 5.53300 0.47583
H: -4.42214 2.26230 2.99186
C: -0.88921 2.61889 -8.58688
N: -2.02326 2.74458 -7.69554
C: -1.81225 2.59700 -6.27040
C: -3.29504 3.00005 -8.16211
O: -4.29579 3.11816 -7.46682
H: -0.45175 1.62393 -8.46405
H: -0.14915 3.38110 -8.32686
H: -1.19089 2.75222 -9.62938
H: -2.42580 1.76867 -5.90337
H: -2.12472 3.51685 -5.76688
H: -0.75893 2.39866 -6.05433
H: -3.34198 3.09382 -9.25952
C: 0.45118 -5.34479 1.38533
N: 0.23869 -4.35477 2.42024
C: -0.25889 -4.78694 3.70980
C: 0.49546 -3.01598 2.21502
O: 0.33883 -2.12809 3.04327
H: -0.49891 -5.84339 1.17282
H: 1.18007 -6.07810 1.74204
H: 0.82666 -4.88199 0.46859
H: -1.20491 -4.27709 3.91567
H: 0.46548 -4.51062 4.48197
H: -0.41408 -5.86921 3.72106
H: 0.86962 -2.79822 1.20118

## Properties
SMILES: [H]/N=C\CB1OBOB(N)O1.CN(C)C=O.CN(C)C=O.CN(C)C=O.CN(C)C=O.CN(C)C=O
Charge: 0
Orbital gap: 8.8 eV
E_HOMO: -8.55 eV
DFT total energy: -47154.991 eV
F_max: 5.86 eV/A

Atom charges from the Mulliken analysis, given in e for atoms 1 to 6: H 0.2339; N -0.5907; C 0.1834; C -0.5728; B 0.4687; O -0.4910

=====

Molecular formula: C8H10N3S
Method: DFT, wB97M-V/def2-TZVPD

Cartesian coordinates (Å):
N: -2.28959 -2.66448 0.30063
C: -2.77591 -1.45448 0.04667
N: -2.02978 -0.35114 -0.03100
C: -2.37005 1.00376 -0.04734
S: -3.76024 1.74219 0.00529
N: -0.94730 2.02637 -0.52093
C: 0.29745 1.57746 -0.24873
C: 1.21078 2.22628 0.53946
C: 2.45235 1.64840 0.73834
C: 2.85079 0.51511 0.07142
C: 1.95414 -0.16190 -0.81715
C: 0.66092 0.33879 -0.89210
H: -2.86862 -3.38349 -0.04781
H: -1.37108 -2.76939 0.73054
H: -3.90215 -1.30069 -0.22444
H: -0.95428 -0.64036 0.02505
H: -1.23211 2.92846 -0.20797
H: 0.88848 3.17338 0.96509
H: 3.10493 2.11748 1.28490
H: 3.82981 0.31684 0.25305
H: 2.40358 -0.89867 -1.32344
H: -0.10248 -0.15668 -1.66228

## Properties
SMILES: N/C=[NH+]/C(=S)Nc1ccccc1
Charge: +1
Orbital gap: 6.5 eV
Energy above the lowest of the compared OMol25 structures with the same formula, charge and spin: 54.9 kcal per mole
E_HOMO: -11.53 eV
DFT total energy: -23754.168 eV
F_max: 5.59 eV/A

Atom charges from the natural (NBO) analysis, given in e for atoms 1 to 6: N -0.7015; C 0.4281; N -0.6232; C 0.1244; S 0.1973; N -0.5713

=====

Molecular formula: C4H4N2O
Method: DFT, wB97M-V/def2-TZVPD

Cartesian coordinates (Å):
C: -2.88893 0.57189 0.18482
C: -0.76207 0.47135 -0.54474
C: 2.41221 -0.06887 0.45068
C: 1.46527 -0.29034 -0.41699
N: -2.48625 -0.56685 0.17984
N: -1.23676 -0.73011 -0.13403
O: 0.51107 0.74044 -0.70486
H: -3.80306 1.01219 0.50215
H: 3.14858 -0.80545 0.59531
H: 2.32830 0.90690 0.85821
H: 1.31164 -1.24116 -0.97039

## Properties
Charge: 0
Orbital gap (alpha / beta): 8.5 / 8.5 eV
Energy above the lowest of the compared OMol25 structures with the same formula, charge and spin: 165.2 kcal per mole
E_HOMO (alpha / beta): -9.22 / -9.21 eV
DFT total energy: -9233.322 eV
F_max: 3.85 eV/A

Atom charges from the natural (NBO) analysis, given in e for atoms 1 to 6: C 0.1492; C 0.4782; C -0.4425; C 0.1153; N -0.1833; N -0.4622